156
Properties=species:S:1:pos:R:3:forces:R:3 method="wB97M-V/def2-TZVPD" homo_lumo_gap_ha=0.3996 e_homo_ev=-10.361 de_lowest_kcal_mol=37.61 total_energy_ev=-121559.2393
O -10.3950 -17.8071 25.6856 1.0 0.3 0.1
O -4.6318 -21.3805 25.0685 -1.0 0.3 -0.5
O -2.9879 -16.6478 25.4752 -0.5 0.4 0.0
O -12.1694 -16.7720 26.2801 0.0 -0.3 1.1
O -2.5010 -20.8057 15.3639 -0.2 0.2 -0.1
O -2.6737 -21.1503 17.5929 -0.1 0.4 0.8
O -8.2123 -21.3795 17.4386 -0.2 -1.4 -0.8
O -0.7916 -15.3355 17.5035 0.0 0.4 -1.2
O -8.5540 -14.3156 18.9473 1.3 -0.8 0.0
O -4.1483 -19.7965 21.1056 0.5 -0.1 -0.2
O -6.8508 -21.2208 15.7976 0.0 -0.8 -0.3
O -7.5913 -26.0327 18.7987 -1.1 -0.3 -0.6
O -5.8263 -26.7708 19.9655 1.1 -0.5 -0.1
O -1.5331 -21.8019 20.9676 0.0 0.9 -1.0
O -6.3595 -13.7438 23.0035 0.0 0.9 0.0
O -2.0851 -23.7981 20.4573 -0.1 0.0 -1.4
O -5.5206 -18.6024 27.4669 0.3 -0.2 -0.2
O -5.7004 -24.8555 19.0522 1.1 1.0 0.2
O -4.4209 -23.1284 26.3876 -0.3 -1.2 1.1
O -9.7020 -16.2793 19.0005 1.5 0.7 0.4
O -8.1136 -24.5752 23.1483 -1.1 -0.5 0.3
O -1.4834 -23.3742 22.5547 0.4 -0.3 1.3
O -1.6905 -17.9137 24.1714 0.3 -0.6 -0.3
O -6.0646 -24.2015 22.4048 1.3 -0.5 0.1
O -11.8921 -17.1971 24.1216 0.1 0.0 -1.5
O -7.5021 -16.1103 19.6180 -0.4 0.8 0.1
O -6.3486 -19.8968 21.5839 -1.1 -0.5 -0.5
O -6.9917 -15.8619 23.4085 0.2 -0.5 0.3
O -8.3989 -14.2879 22.6571 -0.4 0.7 -0.5
O -1.7033 -16.4320 19.2297 -0.2 -1.1 0.4
O -6.7628 -19.6868 17.4670 0.7 0.0 -0.1
O -6.4502 -19.0920 29.4585 0.2 0.2 0.0
O -6.5432 -26.1995 22.9798 0.6 -1.2 0.1
O -4.8474 -19.0724 22.9963 1.1 -0.4 0.3
O -6.3418 -22.6698 25.2656 -1.1 -0.1 -0.4
O -2.8381 -16.1651 23.3750 -0.5 0.9 0.3
O 0.4243 -16.2489 19.1510 0.6 -0.5 0.5
O -5.2590 -20.5900 28.2699 0.6 0.0 -0.9
O -2.8737 -22.7796 16.0755 -0.7 -1.1 -1.2
C -9.5148 -15.1261 22.8016 -1.1 -1.7 1.4
C -5.8558 -20.5824 15.0331 1.2 0.9 0.1
C -7.0860 -23.7191 25.8690 -0.6 -0.7 0.7
C -9.6061 -18.4930 24.7248 0.1 -1.0 -0.8
C -7.2209 -14.7348 23.0642 -0.1 -0.3 -0.2
C -7.1850 -20.6926 16.9562 -1.3 1.2 0.8
C -8.6731 -15.6410 19.1827 -1.5 -0.4 -0.6
C -6.1762 -23.8139 18.2278 -2.7 -0.1 -1.0
C -2.9630 -23.8151 17.0519 0.8 0.7 1.4
C -2.9522 -16.6250 18.5656 -0.3 0.4 -0.2
C -4.3926 -20.0036 19.7099 -0.2 -0.8 -0.4
C -6.4825 -25.9069 19.2076 0.2 0.1 0.6
C -0.6926 -15.9649 18.5084 -0.3 0.2 0.6
C -2.7052 -21.5433 16.4679 0.5 -0.2 -0.5
C -1.0983 -20.7311 21.8203 0.3 -0.7 0.1
C -5.7750 -18.5066 23.9208 0.4 0.1 0.4
C -2.2794 -25.1734 20.7412 -0.8 -0.1 0.9
C -2.4655 -17.0095 24.3045 1.1 -0.3 0.3
C -7.4449 -17.3808 20.2642 0.2 -0.7 0.1
C -5.2148 -19.6482 21.8730 -0.3 0.8 0.5
C -3.3524 -20.9104 25.4461 0.9 0.2 -0.3
C -2.3821 -17.2333 26.6251 0.3 0.1 0.4
C -4.9756 -13.9981 23.2728 -0.3 -0.4 -0.5
C -2.1834 -16.1280 22.1183 -0.6 -0.2 -1.0
C -6.3267 -22.8389 22.1111 0.0 0.5 -0.7
C 1.6293 -15.7308 18.5817 -0.3 0.3 -0.4
C -2.1277 -19.4724 15.6414 0.8 1.2 0.5
C -1.6678 -23.0117 21.4339 -0.4 -0.3 0.3
C -5.6136 -21.6735 29.1093 -0.1 -0.4 0.7
C -6.4587 -28.0159 20.2021 -1.0 -0.1 0.4
C -8.8602 -21.0604 18.6511 -0.5 1.4 0.3
C -5.1151 -22.4726 25.6736 2.1 1.0 -0.5
C -7.4140 -27.2280 23.4178 -1.6 0.2 0.2
C -9.5564 -13.6421 18.2171 -1.2 0.3 0.5
C -11.4913 -17.2426 25.2431 -1.1 0.0 0.5
C -5.9090 -17.2298 27.5532 0.3 0.3 0.4
C -13.4378 -16.1831 26.0177 -0.3 -0.4 -0.4
C -5.7837 -19.3924 28.5011 -1.0 -0.2 0.5
C -7.0162 -24.9805 22.8926 0.0 1.6 -1.0
H -9.9186 -15.1029 23.8249 0.1 0.6 -0.1
H -4.8361 -14.5733 24.1831 0.0 0.1 0.1
H -7.2686 -23.6941 18.2734 0.0 -0.5 0.7
H -1.1902 -16.5643 22.0853 0.0 -0.1 0.4
H -5.4042 -19.7089 19.4432 0.2 0.4 -0.1
H -8.2422 -17.5625 20.9857 -0.2 0.3 -0.2
H -2.6390 -21.6910 25.7053 -0.4 -0.2 0.3
H -4.7650 -22.3412 29.2324 0.3 0.3 -0.2
H -10.2060 -14.3239 17.6726 0.1 -0.1 0.0
H -5.1872 -17.6434 24.2284 -0.7 0.4 0.2
H -6.1387 -24.1196 17.1801 1.0 0.5 -0.1
H -5.0467 -20.1913 15.6527 -0.2 -0.1 0.3
H -6.4440 -24.4206 26.3963 0.2 0.3 0.2
H -5.7878 -16.8693 26.5362 -0.2 0.2 0.1
H -0.6074 -20.0520 21.1300 -0.2 0.3 0.2
H -9.2055 -17.9579 23.8610 -0.2 0.9 0.5
H -6.9031 -28.1808 23.4636 0.5 0.2 0.1
H 1.7160 -16.0177 17.5345 0.0 0.0 0.0
H -7.8925 -26.9783 24.3663 0.5 0.0 0.3
H -1.9346 -24.0185 17.3651 -0.2 -0.3 0.0
H -5.9096 -21.2983 30.0858 -0.2 -0.1 0.0
H -7.8392 -23.2844 26.5282 0.3 0.1 0.3
H -9.1454 -12.8857 17.5536 0.5 -0.3 0.0
H -10.1706 -13.0987 18.9416 -0.1 -0.1 -0.1
H -1.4746 -25.5509 21.3678 0.2 -0.2 -0.3
H -10.3462 -14.9151 22.1372 0.4 0.6 -0.4
H -14.0837 -16.7967 25.3845 0.5 0.0 -0.5
H -6.9026 -17.0607 27.9652 -0.2 -0.4 -0.3
H -2.8321 -16.6312 21.4038 0.2 -0.3 0.0
H -9.8857 -21.4238 18.6087 0.3 -0.8 -0.1
H -6.5697 -28.6554 19.3245 0.2 0.4 -0.2
H -2.1613 -15.0899 21.7920 0.2 0.1 0.3
H -3.2123 -25.3124 21.2987 0.1 0.2 0.1
H -5.3727 -22.3580 21.8911 0.2 -0.3 0.3
H -1.4843 -19.0671 14.8632 -0.1 -0.5 -0.3
H -8.2820 -27.3531 22.7642 0.3 0.2 -0.4
H -5.9357 -19.1250 24.8070 0.2 -0.4 -0.3
H -6.2323 -19.7154 14.4927 -0.4 -0.2 -0.1
H -8.3017 -21.4150 19.5133 -0.1 -0.1 0.0
H -2.4457 -25.6857 19.7992 0.5 0.0 -0.1
H -6.8059 -22.2977 22.9201 -0.2 -0.2 -0.1
H -5.8845 -22.8011 18.4854 1.2 -0.4 0.1
H -10.2150 -19.2615 24.2433 0.1 -0.3 0.4
H -8.7676 -18.9115 25.2701 -0.1 -0.2 0.1
H -6.3948 -22.2792 28.6525 -0.2 0.3 0.0
H -7.4127 -18.2004 19.5433 -0.1 0.2 -0.1
H -13.2212 -15.2236 25.5597 -0.6 0.3 0.1
H -0.3788 -21.1072 22.5478 -0.1 0.0 0.0
H -3.6159 -17.1777 19.2248 0.1 0.2 0.4
H -2.9490 -18.7614 15.7498 -0.4 -0.4 0.0
H -2.7337 -16.6429 27.4693 -0.3 -0.2 0.0
H -5.3909 -21.2944 14.3603 -0.4 -0.2 -0.1
H -14.0083 -16.1798 26.9429 0.5 0.6 0.3
H -3.6021 -19.5156 19.1544 -0.1 0.4 0.1
H -3.3645 -15.6422 18.3380 -0.2 -0.2 -0.2
H -7.6738 -24.3053 25.1634 0.4 0.5 -0.4
H -1.9568 -20.3001 22.3262 0.0 0.2 -0.1
H -4.2894 -21.0494 19.4119 0.0 -0.1 0.5
H -2.6451 -18.2826 26.7324 0.0 0.1 0.0
H -9.3301 -16.2028 22.7387 0.6 0.3 -0.7
H -5.2395 -16.6916 28.2303 0.2 -0.1 -0.2
H -6.7285 -18.2520 23.4731 0.1 0.1 -0.2
H -1.2967 -17.1162 26.6064 -0.1 -0.2 -0.3
H -9.0591 -19.9865 18.7447 0.7 0.1 0.0
H -4.5721 -14.5547 22.4283 0.1 -0.1 0.1
H -4.5066 -13.0207 23.3058 0.0 0.0 0.2
H 2.4568 -16.1408 19.1472 -0.1 0.0 0.2
H -2.8632 -17.2525 17.6796 0.3 0.3 -0.2
H -5.8966 -28.5595 20.9564 0.2 0.3 0.0
H -6.8675 -22.7787 21.1613 -0.4 0.0 0.3
H -1.5509 -19.4288 16.5655 -0.1 -0.1 0.0
H -3.4527 -24.7071 16.6808 0.0 0.2 -0.5
H 1.5920 -14.6435 18.6377 0.2 0.0 0.0
H -2.9145 -20.4292 24.5722 -0.3 0.2 0.0
H -6.5066 -17.3911 20.8177 0.0 0.2 -0.1
H -3.4726 -23.4466 17.9437 -0.1 -0.1 -0.1
H -3.4392 -20.1775 26.2463 -0.1 -0.2 0.1
H -7.4551 -27.7898 20.5901 0.0 -0.4 -0.1